A cluster of 7 separate species, C18H28NO21S in total. Source: the Open Molecules 2025 dataset; level of theory: ωB97M-V with the def2-TZVPD basis set.

Atoms and positions in Å:
N1 -25.0982 7.6533 22.2125
O1 -25.3073 8.8504 22.3482
O2 -26.0343 6.9119 21.9082
O3 -23.9154 7.2686 22.4959
O4 -25.2186 3.0517 27.1686
S1 -25.8672 1.9611 26.4851
O5 -26.6980 1.0007 27.2880
O6 -26.9343 2.6973 25.4688
C1 -26.5957 3.9663 24.9459
C2 -27.7078 4.3705 23.9453
C3 -24.7328 1.3533 25.4782
H1 -25.5789 3.8771 24.5167
H2 -26.5252 4.6498 25.8926
H3 -27.7749 3.5735 23.1436
H4 -27.5783 5.3519 23.5752
H5 -28.6621 4.5328 24.5629
H6 -23.9722 1.9017 24.9472
H7 -25.2782 0.6991 24.7191
H8 -24.2454 0.6684 25.9566
C4 -22.9435 6.3891 18.9678
C5 -21.5809 6.4146 19.6888
O7 -21.1132 5.1442 19.4422
C6 -21.7988 4.4635 18.6669
O8 -21.4889 3.4022 18.0704
O9 -22.9614 5.1481 18.3657
H9 -22.9018 7.2738 18.0687
H10 -23.8299 6.5403 19.5390
H11 -21.5782 6.7135 20.7301
H12 -20.9241 7.2440 19.3655
C7 -23.6974 11.6532 20.5995
C8 -23.2274 10.2420 20.1434
O10 -23.8123 10.3700 18.8429
C9 -24.1019 11.5283 18.5118
O11 -24.5417 11.7463 17.3948
O12 -23.9237 12.3428 19.4502
H13 -22.9730 12.0195 21.2040
H14 -24.6566 11.7683 21.1323
H15 -23.4840 9.3805 20.8007
H16 -22.2213 10.4507 19.9825
C10 -27.0571 8.1073 25.2241
C11 -28.4435 8.2677 24.4476
O13 -29.0861 9.3846 24.9327
C12 -28.3667 9.8927 25.9402
O14 -28.6259 10.9513 26.5284
O15 -27.2330 9.1811 26.1739
H17 -26.3826 8.0552 24.4775
H18 -27.0580 7.0528 25.7017
H19 -29.0414 7.4129 24.6984
H20 -28.2910 8.3271 23.3530
C13 -28.0330 10.2080 20.1804
C14 -28.7408 8.8614 20.1071
O16 -30.0028 9.0542 20.8292
C15 -30.1513 10.3310 21.0237
O17 -31.0340 10.8536 21.8511
O18 -29.1574 10.9980 20.6389
H21 -27.5455 10.7586 19.2209
H22 -27.1812 10.0400 20.7805
H23 -28.1604 8.0035 20.5551
H24 -29.0036 8.7202 19.0065
C16 -22.6303 9.8969 24.3889
C17 -23.5691 10.7504 25.2949
O19 -22.8759 10.7251 26.5470
C18 -21.6092 10.2031 26.3906
O20 -20.7384 10.1055 27.1979
O21 -21.4864 9.7366 25.1015
H25 -22.5121 10.1359 23.2974
H26 -23.0586 8.9777 24.0945
H27 -24.3381 10.3242 25.5773
H28 -23.4518 11.8704 24.9281

Calculated values
LUMO in eV: 1.92
F_max in Eh/bohr: 0.2242
Charge: -1
HOMO-LUMO gap in eV: 9.161
HOMO level in eV: -7.2
Energy above the lowest of the compared OMol25 structures with the same formula, charge and spin in kcal per mole: 21.5